Record 1
Below is an isolated ion of composition C5H15N2S and charge +1, with properties calculated with the ωB97M-V functional and the def2-TZVPD basis.

Atoms and positions in Å:
1 C 0.790377 1.647082 0.624106
2 N 0.521466 0.610147 -0.359832
3 C -0.829990 0.062930 -0.288256
4 C -1.036664 -1.114760 -1.304066
5 C -1.682596 -2.292400 -0.596306
6 S -0.525370 -3.041463 0.581319
7 C 1.581842 2.708121 -0.186286
8 N 1.518752 4.011843 0.673328
9 H -0.148576 2.120180 0.920921
10 H 1.378271 1.437220 1.523861
11 H 1.264426 -0.075855 -0.305343
12 H -1.601018 0.820955 -0.429951
13 H -0.982694 -0.369099 0.709459
14 H -1.571111 -0.658866 -2.141554
15 H -0.052750 -1.260532 -1.752768
16 H -2.558183 -1.992959 -0.024856
17 H -2.025373 -2.927018 -1.415377
18 H -0.683945 -4.334290 0.294248
19 H 1.109529 3.004330 -1.099656
20 H 2.625458 2.442757 -0.326543
21 H 0.607165 4.467464 0.625953
22 H 1.783599 3.710477 1.609497
23 H 2.154898 4.713146 0.286302

Atoms 1-2, force components in eV/Å:
C 0.3 1.2 -1.8
N 0.2 0.6 0.6

Properties
charge: +1
energy: -706.920512 hartree
multiplicity: 1
lowest unoccupied orbital energy: -3.73 eV
structure (SMILES): [NH3+]CCNCCCS
gap between HOMO and LUMO: 7.72 eV
energy above the lowest of the compared OMol25 structures with the same formula, charge and spin: 1.526 eV

Löwdin atomic charge list, values in e, 8 entries: C -0.215; N -0.073; C -0.244; C -0.263; C -0.561; S 0.715; C -0.089; N 0.182

---

Record 2
Below is an isolated molecule of C6H8OSSi, with properties calculated with the ωB97M-V functional and the def2-TZVPD basis.

Atoms and positions in Å:
1 C 2.685891 1.137802 0.092769
2 C 2.962149 -0.190918 0.383940
3 C 1.478453 1.707502 -0.181653
4 C 0.164130 -1.147072 0.595606
5 C -1.074374 -0.431404 0.378051
6 C -2.033000 -1.416482 -0.193041
7 O -0.983154 0.760924 -0.344693
8 Si -0.200534 2.130587 0.124326
9 S 1.679342 -1.521773 0.677455
10 H 3.451803 1.978111 -0.218948
11 H 3.873429 -0.687232 0.200689
12 H -1.280497 -0.243815 1.463609
13 H -1.893805 -2.433779 0.246752
14 H -1.652710 -1.504785 -1.205933
15 H -3.071568 -1.102173 -0.208712
16 H -0.643260 2.236473 1.545430
17 H -0.803180 3.018261 -0.743956

Atoms 1-2, force components in eV/Å:
C -0.3 0.5 -1.1
C -1.4 0.5 -0.2

Properties
charge: 0
energy: -996.080946 hartree
multiplicity: 1
lowest unoccupied orbital energy (alpha / beta): -1.43 / -1.84 eV
gap between HOMO and LUMO (alpha / beta): 6.31 / 5.66 eV
energy above the lowest of the compared OMol25 structures with the same formula, charge and spin: 6.821 eV

Löwdin atomic charge list, values in e, 8 entries: C -0.293; C -0.366; C -0.026; C -0.420; C -0.571; C -0.059; O -0.272; Si 0.494

---

Record 3
Below is C32H31N4O4PdS4 as an isolated structure, with properties calculated with the ωB97M-V functional and the def2-TZVPD basis.

Atoms and positions in Å:
1 Pd -0.378673 -1.136412 -0.091526
2 O -0.615380 1.855985 0.262957
3 C -0.767923 2.566117 -0.962551
4 C -0.548886 1.458001 -2.161985
5 O -0.756977 1.877857 -3.293458
6 O -0.139063 0.299691 -1.855456
7 C -2.158308 3.186771 -1.099333
8 C -2.562931 3.802117 -2.286900
9 C -3.813145 4.391125 -2.399506
10 C -4.696465 4.384894 -1.330135
11 C -4.312894 3.777940 -0.147785
12 C -3.059890 3.192184 -0.033365
13 C 0.332882 3.617665 -1.113606
14 C 0.645473 4.214020 -2.333362
15 C 1.584434 5.233010 -2.404209
16 C 2.245070 5.665201 -1.265221
17 C 1.968320 5.055128 -0.052255
18 C 1.023694 4.043238 0.022844
19 H -1.062839 2.341280 0.965760
20 H -1.910338 3.802504 -3.142561
21 H -4.093040 4.861037 -3.333487
22 H -5.670023 4.848055 -1.418698
23 H -4.983559 3.756913 0.701637
24 H -2.815350 2.744561 0.919453
25 H 0.182345 3.863111 -3.241771
26 H 1.799532 5.689734 -3.361373
27 H 2.976272 6.460285 -1.324752
28 H 2.478541 5.378066 0.847075
29 H 0.811354 3.593968 0.982001
30 S 0.585518 -3.379300 -0.127510
31 C 1.562600 -3.255487 1.269698
32 C 2.718255 -4.051476 1.352607
33 C 3.521842 -4.010526 2.467443
34 C 4.709935 -4.803611 2.512103
35 N 5.664559 -5.442003 2.519515
36 C 3.163325 -3.181524 3.567171
37 C 2.021635 -2.415856 3.508868
38 C 1.212847 -2.413997 2.360834
39 S -0.180126 -1.414073 2.332397
40 C 3.998368 -3.127965 4.725402
41 N 4.674065 -3.057043 5.651502
42 H 2.976244 -4.693859 0.521891
43 H 1.740059 -1.803262 4.355010
44 C -2.929081 0.407505 -4.950173
45 C -2.590464 -0.603295 -3.924986
46 C -1.902822 -1.769079 -4.170612
47 C -1.517702 -2.576875 -3.097281
48 N -1.766077 -2.195953 -1.835421
49 C -2.490378 -1.100604 -1.607743
50 S -2.895877 -0.727670 -0.008224
51 N -2.938954 -0.343790 -2.644582
52 C -0.842466 -3.885608 -3.298003
53 H -2.771382 0.019870 -5.952374
54 H -2.263278 1.261178 -4.785011
55 H -3.956179 0.760206 -4.846704
56 H -1.640053 -2.045456 -5.180092
57 H -3.435501 0.516446 -2.426419
58 H -0.732192 -4.125831 -4.351473
59 H -1.425870 -4.662162 -2.800843
60 H 0.136584 -3.879544 -2.818030
61 C 3.093405 1.220524 -2.285571
62 C 3.700315 1.044671 -0.901205
63 S 2.357211 0.835533 0.306595
64 O 1.868132 -0.580595 0.060420
65 C 3.379235 0.676349 1.813420
66 C 3.845193 2.029245 2.330575
67 H 3.876195 1.208090 -3.042582
68 H 2.555518 2.167125 -2.355803
69 H 2.393301 0.412533 -2.499564
70 H 4.263682 1.926518 -0.592894
71 H 4.331183 0.156901 -0.839007
72 H 4.212678 0.010118 1.586607
73 H 2.722194 0.191111 2.535053
74 H 4.462248 2.552526 1.600501
75 H 4.443960 1.891718 3.230306
76 H 2.996725 2.664536 2.583763

Atoms 1-2, force components in eV/Å:
Pd 0.9 0.5 -0.4
O -0.2 0.0 -0.2

Properties
charge: +1
energy: -3478.318037 hartree
multiplicity: 5
lowest unoccupied orbital energy (alpha / beta): -3.55 / -6.35 eV
gap between HOMO and LUMO (alpha / beta): 7.57 / 4.76 eV
energy above the lowest of the compared OMol25 structures with the same formula, charge and spin: 0.223 eV

Löwdin atomic charge list, values in e, 8 entries: Pd 0.649; O -0.098; C -0.293; C -0.552; O 0.016; O -0.108; C -0.126; C -0.028

---

- Number 2 is which compound?
  C6H8OSSi

---

- multiplicity of number 1 (C5H15N2S)?
  1

---

- energy of number 1 (C5H15N2S)?
  -706.920512 hartree